DFT (ωB97M-V with the def2-TZVPD basis set) results for an isolated ion of composition C6H9NO3PS and charge -1 at a distorted geometry.

Geometry as ORCA input:
```
! wB97M-V def2-TZVPD RIJCOSX def2/J DEFGRID3
* xyz -1 1
N 0.46 -1.15 -1.17
C 0.06 0.19 -0.65
C 0.99 0.48 0.56
P 2.78 0.44 0.09
O 2.92 0.44 -1.39
O 3.59 1.40 0.94
O 3.13 -1.13 0.60
C -1.38 0.25 -0.29
C -1.95 -0.56 0.68
C -3.23 -0.28 1.00
S -3.90 0.86 -0.21
C -2.33 1.01 -0.88
H 0.10 -1.18 -2.20
H 1.48 -1.36 -1.08
H 0.08 0.98 -1.46
H 0.82 -0.41 1.30
H 0.71 1.38 1.14
H 3.24 -1.04 1.61
H -1.47 -1.33 1.27
H -3.96 -0.73 1.84
H -2.15 1.73 -1.70
*
```

Properties
Lowest unoccupied orbital energy = 2.62 eV
Relative energy (zero: lowest compared OMol25 entry of this formula, charge and spin) = 0.00 kcal/mol
SMILES string = N[C@H](C[P@@](=O)([O-])O)c1ccsc1
Max |F| = 3.24 eV/A
HOMO = -5.1 eV